Record 1
Formula: C3H10NO3
Source: the OMol25 dataset
Level of theory: wB97M-V/def2-TZVPD

## Properties
- total charge = 0
- E_tot (eV) = -10901.88830
- multiplicity = 2
- energy relative to the best compared isomer or geometry (same formula, charge and spin) (kcal/mol) = 27.0
- highest occupied orbital energy (spin up / spin down) (eV) = -4.092 / -7.484

XYZ file:
```
17
Properties=species:S:1:pos:R:3:nbo_charge:R:1
O -2.0915 0.0836 0.4568 -0.7763
C -1.4599 -0.6506 -0.3697 -0.0268
C -0.1819 -0.2398 -1.0246 -0.1509
C 0.9649 -1.2765 -0.8381 -0.0930
O 2.1707 -0.5233 -0.4583 -0.7742
N 0.2272 1.0947 -0.3986 -0.7310
H -2.0504 -1.3970 -0.9474 0.1019
H -0.3877 -0.0862 -2.0923 0.1785
H 1.0278 -1.9348 -1.7160 0.1878
H 0.8386 -1.7825 0.1374 0.1873
H 2.9270 -1.1160 -0.5139 0.4814
H -0.2069 1.8787 -0.8818 0.4189
H 0.0610 0.8781 0.6844 0.4889
H 1.2014 1.2568 -0.6468 0.4222
H -0.3777 1.7849 2.7312 0.4978
H -0.7275 0.3223 2.4237 0.5189
O -0.1328 1.0350 2.1579 -0.9313
```

Record 2
Formula: C4H8ClN2P
Source: the OMol25 dataset
Level of theory: wB97M-V/def2-TZVPD

## Properties
- total charge = 0
- E_tot (eV) = -29067.18156
- structure (SMILES) = CC1=NN=[P@@](C)(Cl)C1
- multiplicity = 1
- energy relative to the best compared isomer or geometry (same formula, charge and spin) (kcal/mol) = 30.5
- highest occupied orbital energy (eV) = -8.014

XYZ file:
```
16
Properties=species:S:1:pos:R:3:nbo_charge:R:1
C 0.8891 1.0618 0.1280 0.1746
C -0.3343 0.3709 -0.4039 -0.8024
C 0.9664 2.5126 0.1116 -0.6544
C -1.2249 -2.5125 -0.5107 -0.8658
N 1.8187 0.3157 0.4983 -0.2009
N 1.6403 -1.0171 0.5406 -0.7662
P 0.0279 -1.3118 0.3255 1.5013
Cl -0.9548 -1.3702 2.1280 -0.3085
H -1.1994 0.7329 0.0540 0.2454
H -0.3927 0.6186 -1.4136 0.2603
H 1.6610 2.9125 -0.5356 0.2317
H 1.4308 2.8826 1.0515 0.2374
H -0.0159 2.9529 0.0592 0.2126
H -1.2573 -3.4392 0.0351 0.2464
H -2.1854 -2.0296 -0.5455 0.2509
H -0.8694 -2.6801 -1.5226 0.2376
```

Record 3
Formula: C13H15I
Source: the OMol25 dataset
Level of theory: wB97M-V/def2-TZVPD

## Properties
- total charge = 0
- E_tot (eV) = -21821.90142
- multiplicity = 1
- energy relative to the best compared isomer or geometry (same formula, charge and spin) (kcal/mol) = 0.0
- highest occupied orbital energy (spin up / spin down) (eV) = -7.563 / -7.583

XYZ file:
```
29
Properties=species:S:1:pos:R:3:nbo_charge:R:1
C 2.4577 -2.7312 -0.5661 -0.1857
C 2.6056 -1.5779 -1.2652 -0.2311
C 1.9020 -2.7043 0.7179 -0.2249
C 1.9846 -0.3726 -0.7536 -0.0953
C 1.1754 -1.6433 1.1477 -0.1598
C 0.9685 -0.4760 0.2223 -0.0785
C -1.8095 0.6293 -1.4188 -0.3826
C -2.5043 0.0874 -0.1093 -0.3883
C -1.0159 2.5161 0.0889 -0.4126
C -1.4695 1.8037 1.3860 -0.3936
C -0.5404 1.3210 -0.7827 -0.2738
C -1.4207 0.3494 1.0325 -0.2541
C -0.1685 0.2731 0.2586 0.1667
I 4.2407 0.3252 0.5410 -0.3535
H 2.9012 -3.6488 -0.8814 0.2151
H 3.1915 -1.6886 -2.1513 0.2352
H 1.8760 -3.7652 1.2206 0.2218
H 1.8854 0.5610 -1.3119 0.2362
H 0.6136 -1.5939 2.0275 0.2096
H -1.4915 -0.2447 -1.9183 0.2132
H -2.3093 1.3560 -1.9367 0.2124
H -3.2152 0.6820 0.3110 0.1999
H -2.8381 -0.9638 -0.0664 0.2155
H -1.8313 3.0838 -0.3463 0.2091
H -0.3344 3.2889 0.4567 0.2311
H -0.9072 1.9626 2.2319 0.2116
H -2.4248 2.0319 1.6480 0.2027
H 0.0449 1.4911 -1.6459 0.2275
H -1.5665 -0.3523 1.8633 0.2262
```

Record 4
Formula: C27H49BN6OPTa
Source: the OMol25 dataset
Level of theory: wB97M-V/def2-TZVPD

## Properties
- total charge = +4
- E_tot (eV) = -51264.80590
- multiplicity = 1
- energy relative to the best compared isomer or geometry (same formula, charge and spin) (kcal/mol) = 5.0
- highest occupied orbital energy (eV) = -20.662

XYZ file:
```
86
Properties=species:S:1:pos:R:3:lowdin_charge:R:1
Ta 0.2898 -0.0363 0.1409 1.9821
C -2.5479 3.1847 -3.0946 0.0487
C -1.3396 2.4476 -2.6594 -0.1695
C -0.0759 2.4365 -3.2860 0.1100
C 0.7222 1.5775 -2.5990 -0.1517
N 0.0021 1.1170 -1.4820 -0.0638
N -1.2956 1.6327 -1.6107 0.0560
B -2.4548 0.9788 -0.8143 -0.4546
N -2.3477 -0.5621 -1.0030 0.0617
N -1.1890 -1.2261 -0.6419 -0.0981
C -1.3655 -2.5565 -0.8940 -0.1835
C -2.6205 -2.7390 -1.4163 0.1136
C -3.2216 -1.4702 -1.4752 -0.1751
C -4.5786 -1.1186 -1.9592 0.0377
C -0.2445 -3.4951 -0.5682 -0.5165
C 0.8678 -2.6732 0.0982 -0.0691
C 0.2939 -4.1421 -1.8542 0.0114
C -0.7264 -4.5739 0.4153 0.0113
N -2.2075 1.2938 0.6914 0.0607
N -1.1409 0.6590 1.3559 -0.0670
C -1.4572 0.6906 2.7280 -0.1572
C -2.5777 1.4428 2.8844 0.1115
C -3.0431 1.7926 1.5977 -0.1706
C -4.2742 2.5458 1.2712 0.0496
C -0.7937 -0.1962 3.7408 -0.5375
C -1.5351 -1.5483 3.6878 0.0060
C -0.9027 0.4092 5.1458 -0.0008
C 0.6640 -0.4011 3.3883 -0.0578
C 2.0831 1.0726 -2.9951 -0.5239
C 2.1431 0.9602 -4.5291 -0.0041
C 3.1557 2.0635 -2.5243 -0.0062
C 2.2838 -0.3277 -2.4152 -0.0483
H -2.2533 4.1364 -3.5350 0.1201
H -3.2455 3.3650 -2.2820 0.0894
H -3.0598 2.6155 -3.8764 0.1291
H 0.1738 2.9652 -4.1915 0.1560
H -3.5045 1.3813 -1.1714 0.1299
H -3.0794 -3.6651 -1.7226 0.1541
H -5.1049 -2.0165 -2.2728 0.1120
H -4.5244 -0.4375 -2.8102 0.1116
H -5.1618 -0.6332 -1.1753 0.1098
H 1.3192 -1.9593 -0.6328 0.0496
H 1.7279 -3.2794 0.3931 0.1434
H 0.5158 -2.2403 1.0584 0.0596
H 0.6379 -3.3969 -2.5753 0.0899
H -0.4860 -4.7340 -2.3313 0.1127
H 1.1204 -4.8133 -1.6199 0.1128
H -1.1115 -4.1399 1.3403 0.0908
H 0.0912 -5.2526 0.6586 0.1131
H -1.5211 -5.1666 -0.0358 0.1117
H -3.0714 1.6809 3.8125 0.1558
H -4.3926 3.3648 1.9811 0.1226
H -5.1432 1.8929 1.3965 0.1302
H -4.2740 2.9418 0.2605 0.0866
H -2.5782 -1.4361 3.9794 0.1121
H -1.0665 -2.2484 4.3805 0.1150
H -1.5085 -1.9857 2.6828 0.0701
H -1.9414 0.5013 5.4598 0.1024
H -0.4330 1.3920 5.2024 0.1087
H -0.4129 -0.2490 5.8632 0.1126
H 0.7828 -0.9189 2.4115 0.0244
H 1.1477 -1.0695 4.1021 0.1289
H 1.1988 0.5444 3.3650 0.0720
H 2.0551 1.9351 -5.0059 0.1019
H 1.3613 0.3072 -4.9181 0.1100
H 3.1096 0.5484 -4.8200 0.1136
H 3.0233 3.0303 -3.0088 0.1146
H 4.1492 1.6987 -2.7901 0.1115
H 3.1082 2.2286 -1.4458 0.0480
H 1.5063 -1.0156 -2.7611 0.0958
H 2.3304 -0.3052 -1.3139 0.0110
H 3.2439 -0.7478 -2.7200 0.1271
C 4.6995 0.3395 0.2698 -0.1203
P 3.4733 1.0271 1.3576 0.7725
C 3.5150 2.8006 1.4329 -0.1158
C 3.7802 0.3555 2.9754 -0.1387
O 1.9909 0.6262 0.7931 -0.5316
H 5.6674 0.7495 0.5758 0.1047
H 4.5318 0.6038 -0.7701 0.0403
H 4.7394 -0.7450 0.3894 0.0912
H 4.5001 3.0921 1.8106 0.1037
H 2.7581 3.1612 2.1316 0.0873
H 3.3685 3.2563 0.4546 0.0674
H 4.8526 0.5061 3.1458 0.1034
H 3.5838 -0.7161 3.0184 0.0841
H 3.2445 0.8853 3.7594 0.0765
```

The highest E_tot belongs to which entry? C3H10NO3

Look up the E_tot of the fourth one. -51264.80590 eV

Which value of multiplicity does entry 4 give? 1